ORCA calculation (ωB97M-V with the def2-TZVPD basis set) on a 2-piece molecular cluster, C49H48N3OP overall at a distorted geometry.

Its strongest force on any atom is 0.0667 hartree/bohr. The HOMO-LUMO gap comes out at 5.9 eV. As for the LUMO energy: -1.071 eV. Its total energy is -2476.78304 Ha. The HOMO energy comes out at -6.98 eV. The multiplicity is 1. The value obtained for the energy above the lowest of the compared OMol25 structures with the same formula, charge and spin is 0.0000 eV.

Each line ends with the Löwdin charge.
Geometry (Å):
C (1.44591, -7.26411, -4.32130)  -0.07
N (0.33407, -6.62104, -3.65463)  -0.21
C (-0.94245, -7.23508, -3.95604)  -0.07
C (0.46198, -5.50098, -2.87693)  -0.23
C (-0.58365, -5.10499, -1.99532)  -0.03
C (-0.51696, -3.89349, -1.32409)  -0.12
C (0.56583, -3.00485, -1.50352)  -0.39
P (0.43738, -1.35342, -0.64348)  1.10
C (1.74768, -0.44940, -1.60172)  -0.39
C (1.59454, 0.04581, -2.90974)  -0.08
C (2.67362, 0.55678, -3.62103)  -0.03
C (3.95539, 0.64796, -3.02125)  -0.23
N (5.03870, 1.01798, -3.77000)  -0.21
C (6.28889, 1.48247, -3.21026)  -0.06
C (4.99556, 1.08861, -5.21574)  -0.07
C (4.07324, 0.29924, -1.64295)  -0.03
C (2.99376, -0.25052, -0.96439)  -0.12
C (-1.03678, -0.74254, -1.56522)  -0.40
C (-1.77325, 0.29584, -0.95411)  -0.10
C (-2.78961, 0.94899, -1.63606)  -0.02
C (-3.09311, 0.60392, -2.98677)  -0.22
N (-3.95749, 1.34550, -3.74437)  -0.21
C (-4.05985, 1.19049, -5.18073)  -0.07
C (-4.94038, 2.25141, -3.19217)  -0.06
C (-2.43041, -0.51393, -3.55345)  -0.03
C (-1.43825, -1.18026, -2.84435)  -0.10
C (1.65892, -3.45513, -2.27401)  -0.08
C (1.62075, -4.67941, -2.93981)  -0.03
H (2.40176, -6.92690, -3.91459)  0.07
H (1.36491, -8.35177, -4.18341)  0.09
H (1.42270, -7.06888, -5.40407)  0.09
H (-1.77238, -6.62480, -3.59490)  0.07
H (-1.04339, -7.36262, -5.04429)  0.09
H (-1.00403, -8.23527, -3.50300)  0.09
H (-1.44235, -5.76142, -1.84719)  0.10
H (-1.33824, -3.61463, -0.66280)  0.11
H (0.62566, 0.03264, -3.40130)  0.09
H (2.53280, 0.88811, -4.65125)  0.10
H (6.29545, 1.41152, -2.12238)  0.07
H (7.11349, 0.88459, -3.62207)  0.09
H (6.46776, 2.53070, -3.49752)  0.09
H (4.25154, 0.39826, -5.62299)  0.08
H (4.76390, 2.10563, -5.56685)  0.09
H (5.98532, 0.81806, -5.60392)  0.09
H (5.02999, 0.41390, -1.13176)  0.09
H (3.11356, -0.55216, 0.07741)  0.09
H (-1.52062, 0.59760, 0.06435)  0.09
H (-3.32206, 1.76569, -1.14903)  0.09
H (-3.11348, 0.84822, -5.60994)  0.08
H (-4.85184, 0.47806, -5.45880)  0.09
H (-4.31800, 2.16437, -5.61563)  0.09
H (-4.82667, 2.35793, -2.11315)  0.07
H (-4.83606, 3.23471, -3.67140)  0.09
H (-5.95824, 1.88739, -3.40574)  0.09
H (-2.69335, -0.84973, -4.55781)  0.10
H (-0.96085, -2.03753, -3.31891)  0.11
H (2.54808, -2.83525, -2.38628)  0.10
H (2.46886, -4.98847, -3.55428)  0.09
O (0.58683, 4.17926, 5.40997)  0.03
C (0.23293, 3.28437, 4.61888)  -0.25
C (1.10871, 2.84721, 3.49841)  -0.07
C (2.25984, 3.67406, 3.09932)  -0.16
C (2.76423, 3.58725, 1.77737)  -0.04
C (3.85302, 4.35965, 1.36848)  -0.09
C (4.47284, 5.24001, 2.26733)  -0.09
C (3.99701, 5.32847, 3.58265)  -0.08
C (2.90885, 4.55641, 3.98394)  -0.02
C (0.83827, 1.65093, 2.87743)  0.02
C (-0.26271, 0.80519, 3.23533)  -0.18
C (-0.30526, -0.52651, 2.73130)  0.01
C (-1.35029, -1.44429, 3.09611)  -0.22
C (-2.71940, -1.05247, 3.04104)  -0.05
C (-3.72707, -1.89842, 3.49522)  -0.08
C (-3.40678, -3.16409, 4.00703)  -0.08
C (-2.07126, -3.59925, 4.00780)  -0.08
C (-1.06177, -2.76937, 3.53391)  -0.02
C (-1.22944, 1.36962, 4.13975)  0.03
C (-1.06411, 2.58337, 4.77333)  -0.07
C (-2.11672, 3.14676, 5.64269)  -0.15
C (-3.47727, 2.81568, 5.41389)  -0.04
C (-4.49264, 3.31179, 6.23576)  -0.09
C (-4.18544, 4.15021, 7.31604)  -0.09
C (-2.84893, 4.49717, 7.55520)  -0.08
C (-1.84086, 4.01197, 6.72258)  -0.02
H (2.27432, 2.92200, 1.06150)  0.10
H (4.21267, 4.27289, 0.34136)  0.10
H (5.31786, 5.85100, 1.94558)  0.10
H (4.46780, 5.99798, 4.30276)  0.10
H (2.53245, 4.65211, 4.99816)  0.10
H (1.51865, 1.27999, 2.10866)  0.11
H (0.62780, -0.92556, 2.32661)  0.09
H (-2.96929, -0.06579, 2.64291)  0.11
H (-4.76634, -1.56390, 3.45917)  0.11
H (-4.19399, -3.80886, 4.39815)  0.10
H (-1.82562, -4.59421, 4.38691)  0.11
H (-0.01952, -3.09867, 3.54062)  0.12
H (-2.11161, 0.78444, 4.39563)  0.10
H (-3.73169, 2.18067, 4.56130)  0.10
H (-5.52937, 3.04056, 6.02833)  0.10
H (-4.97785, 4.53088, 7.96226)  0.10
H (-2.58397, 5.14769, 8.38962)  0.10
H (-0.81321, 4.31800, 6.89672)  0.10